C33H35IrN4PS | ωB97M-V/def2-TZVPD

Geometry as XYZ:
```
75
Properties=species:S:1:pos:R:3:forces:R:3
Ir -0.13136 -0.06068 -0.25163 0.03 0.28 -0.25
C 1.15224 0.88875 5.48952 0.04 0.00 -0.01
C 1.93380 0.04543 4.71713 -0.07 -0.01 -0.01
C 1.35164 -0.71917 3.71265 0.00 -0.06 0.04
C -0.01358 -0.64139 3.46351 0.08 -0.12 0.04
C -0.79079 0.21122 4.24902 -0.03 -0.02 -0.06
C -0.21573 0.96469 5.25617 -0.02 0.04 0.02
P -0.84661 -1.57442 2.12839 -0.16 0.04 0.13
C -1.74296 -2.86037 3.06623 0.10 0.02 0.11
C -2.98929 -3.27052 2.60737 -0.04 -0.05 -0.06
C -3.69984 -4.25749 3.27474 0.06 0.01 0.03
C -3.16993 -4.83438 4.41673 0.00 -0.03 0.04
C -1.93477 -4.41980 4.89691 -0.05 0.02 -0.06
C -1.22800 -3.43647 4.22749 0.06 0.06 0.02
C 0.52515 -2.43491 1.30086 0.04 -0.03 -0.08
C 1.08502 -3.65993 1.64289 -0.01 -0.01 0.03
C 2.15315 -4.15100 0.90678 -0.03 0.09 -0.03
C 2.66891 -3.42024 -0.15964 0.03 -0.09 0.04
C 2.10927 -2.20421 -0.51192 -0.07 0.04 0.05
C 1.01320 -1.70517 0.19835 0.08 -0.27 0.16
H 1.60101 1.47447 6.27923 0.02 0.03 0.04
H 2.99659 -0.03264 4.89797 0.06 0.01 0.03
H 1.97277 -1.37867 3.11847 0.00 -0.02 0.01
H -1.85971 0.27583 4.08033 -0.06 -0.02 -0.03
H -0.83662 1.60678 5.86640 -0.01 0.03 0.03
H -3.41556 -2.81478 1.72394 -0.01 0.04 -0.06
H -4.66654 -4.56790 2.90908 -0.09 -0.03 -0.04
H -3.72090 -5.60081 4.94272 -0.04 -0.04 0.02
H -1.52714 -4.85798 5.79501 0.03 -0.05 0.09
H -0.27621 -3.10080 4.62048 0.04 0.00 0.00
H 0.69468 -4.23319 2.47315 -0.04 -0.01 0.05
H 2.58769 -5.10371 1.16788 0.06 -0.09 0.02
H 3.50586 -3.81461 -0.71939 0.04 0.00 -0.04
H 2.50592 -1.64639 -1.34988 0.04 0.03 -0.05
C -2.84947 -1.86756 -0.85149 0.03 0.02 0.03
C -2.34570 -1.28462 -2.13059 -0.30 -0.20 -0.06
C -2.96791 -1.64023 -3.34993 0.07 0.06 0.00
C -2.51723 -1.11223 -4.52076 0.09 0.04 0.20
C -1.41700 -0.22257 -4.50475 -0.12 -0.05 -0.16
C -0.90142 0.35714 -5.68896 0.01 -0.01 0.06
C 0.16879 1.20338 -5.63298 -0.03 -0.05 0.21
C 0.76942 1.48680 -4.39258 0.07 0.06 -0.10
C 0.30441 0.93488 -3.22088 -0.20 -0.13 -0.07
S 1.10755 1.23833 -1.70905 0.29 0.11 -0.19
C -0.82905 0.07242 -3.26523 0.12 0.07 0.20
N -1.31984 -0.45870 -2.09339 0.30 0.27 -0.02
H -3.80790 -2.35229 -1.00817 -0.09 -0.05 0.02
H -2.94869 -1.10124 -0.08116 -0.01 -0.04 -0.06
H -2.14100 -2.61039 -0.47528 0.00 0.01 -0.02
H -3.80161 -2.32685 -3.32545 -0.01 0.00 -0.01
H -2.98470 -1.36629 -5.46076 -0.03 -0.01 -0.09
H -1.37087 0.11218 -6.63108 -0.02 0.00 -0.06
H 0.56485 1.65029 -6.53096 0.03 0.04 -0.08
H 1.62771 2.14378 -4.34651 0.02 0.01 -0.03
C 2.54427 1.44269 1.43046 -0.03 -0.20 -0.08
N 1.69849 2.61532 1.37157 -0.11 0.00 -0.06
C 2.40807 3.85893 1.12867 0.01 0.06 0.01
C 0.35453 2.58507 1.48523 -0.06 0.09 -0.10
N -0.37583 1.56458 1.09009 -0.39 0.07 0.20
N -0.22722 3.69937 2.01224 0.00 -0.15 -0.02
C 0.34936 4.32216 3.19411 0.03 0.12 0.11
C -1.63958 3.94375 1.80978 -0.10 0.08 -0.06
H 3.31360 1.60335 2.18823 0.04 -0.02 0.02
H 3.03003 1.26583 0.46955 0.04 -0.03 -0.04
H 1.96825 0.56496 1.70650 -0.01 0.08 -0.06
H 3.12087 3.69093 0.32022 0.01 0.03 0.00
H 2.95611 4.19203 2.01313 0.03 0.02 -0.02
H 1.71019 4.63368 0.82385 0.03 0.02 0.01
H -1.31231 1.60811 1.48356 0.22 -0.10 0.07
H 1.22459 3.76570 3.51939 -0.01 0.02 0.01
H -0.38403 4.29896 4.00359 0.02 0.01 0.00
H 0.63074 5.36027 3.00714 -0.01 0.00 0.01
H -2.26000 3.44284 2.56215 -0.01 -0.02 -0.01
H -1.93780 3.61722 0.81487 0.00 0.01 0.02
H -1.82439 5.01549 1.88099 0.00 -0.02 0.03
```
Forces are in eV/Å.

The calculation puts the largest force on an atom at 0.4 eV/Å. The charge is +1. The frontier orbital gap (spin up / spin down) comes out at 6.3 / 6.3 eV. Its expectation value of S² is 6.035. The highest occupied orbital energy (spin up / spin down) comes out at -9.0 / -10.7 eV. As for the multiplicity: 5. The value obtained for the energy above the lowest of the compared OMol25 structures with the same formula, charge and spin is 0.000 eV. As for the energy: -2341.14742 Eh.

---

C37H30MoN4O4S9 | ωB97M-V/def2-TZVPD

Geometry as XYZ:
```
85
Properties=species:S:1:pos:R:3:forces:R:3
Mo -2.54281 -2.02895 0.42590 -6.74 3.70 1.40
S -2.58264 -2.94898 2.69032 -0.34 0.02 0.18
S -2.43961 -4.90791 2.17295 -0.30 0.13 -0.43
S -4.36835 -5.30963 1.41269 0.35 0.53 -0.17
S -4.70401 -3.51774 0.29673 -1.52 -0.07 2.46
N -0.83976 -2.53861 0.36957 4.10 -0.97 -0.92
S 0.61400 -2.09720 0.19304 -1.50 0.00 -0.72
N 1.11820 -0.62761 0.69746 0.13 0.23 -0.51
S 1.09902 0.78125 -0.06583 -0.46 1.07 -0.10
N -0.12036 1.47455 -0.77202 0.55 -0.98 0.25
S -1.64607 1.14759 -0.23325 -1.73 -0.31 0.95
N -2.02796 -0.26498 -0.29683 1.40 -1.78 -0.37
C -1.64716 1.67318 1.53740 0.33 1.01 -0.72
C -1.84167 2.98956 1.90604 -0.27 0.82 0.23
C -1.58748 3.37248 3.22966 -0.45 0.49 -0.83
C -1.13896 2.47297 4.17372 0.41 -0.15 0.30
C -0.91373 1.16134 3.79824 -0.47 -0.28 -0.62
C -1.22083 0.76988 2.48007 0.44 -1.20 0.66
C -2.54679 2.07203 -1.48915 0.83 0.47 -0.48
C -2.31626 3.42110 -1.63818 0.34 0.74 0.51
C -2.97280 4.13883 -2.64328 0.41 0.22 0.43
C -3.75219 3.45955 -3.55344 -0.36 -0.11 -0.57
C -3.92066 2.08045 -3.45448 0.47 -0.20 0.31
C -3.28096 1.37452 -2.43450 -0.75 -0.77 0.15
C 2.35937 0.90745 -1.29584 -0.12 -0.54 -0.54
C 3.62749 0.50250 -0.94190 0.75 -0.43 0.89
C 4.64827 0.47061 -1.88819 -0.44 -0.02 0.58
C 4.37084 0.86814 -3.18632 0.54 -0.06 -0.46
C 3.08384 1.23572 -3.55047 -0.16 0.15 -0.28
C 2.06430 1.25766 -2.60155 -0.50 0.19 -0.64
C 1.64087 1.95806 1.14628 0.50 -0.77 0.94
C 2.10636 1.55004 2.37898 0.18 -0.04 0.64
C 2.46677 2.50712 3.33115 0.08 -0.88 -0.10
C 2.38338 3.85127 3.02614 0.13 0.27 0.81
C 1.96733 4.25266 1.76925 -0.22 0.24 -0.38
C 1.60227 3.29642 0.82662 -0.24 0.89 -0.83
C 0.95756 -2.22066 -1.56886 0.32 0.05 -0.32
C 2.26807 -2.27181 -2.01262 0.87 0.30 0.18
C 2.55691 -2.12150 -3.36816 0.64 -0.17 0.55
C 1.54301 -1.96550 -4.29892 0.38 0.05 -0.16
C 0.23598 -1.93756 -3.86576 -0.81 0.01 0.44
C -0.06330 -2.06415 -2.50292 -0.84 -0.20 0.28
C 1.44610 -3.26064 1.24723 1.26 0.76 -0.11
C 0.90011 -3.37035 2.50690 -0.76 -0.05 0.53
C 1.38732 -4.35460 3.35947 -0.62 0.27 0.68
C 2.48517 -5.11353 3.01445 0.30 -0.20 0.02
C 3.11405 -4.87889 1.80675 0.60 0.07 -0.61
C 2.60678 -3.93874 0.91107 0.15 -0.45 -0.61
H -2.27498 3.71741 1.21082 0.31 -0.32 0.25
H -1.76052 4.40850 3.50819 -0.05 -0.16 -0.03
H -0.95787 2.80453 5.19535 0.00 -0.11 -0.23
H -0.52978 0.42545 4.50986 -0.29 0.19 -0.27
H -1.14316 -0.29279 2.24362 0.12 0.34 -0.07
H -1.59649 3.89891 -0.96457 -0.45 0.11 -0.23
H -2.88668 5.22862 -2.70550 0.19 -0.49 0.01
H -4.20184 4.00072 -4.38783 -0.05 -0.13 0.36
H -4.54991 1.53765 -4.15669 0.20 0.14 0.11
H -3.44688 0.29805 -2.31479 0.07 0.51 -0.02
H 3.81790 0.18575 0.09748 0.00 0.16 -0.58
H 5.61749 0.09699 -1.58077 0.04 0.22 -0.16
H 5.17848 0.87317 -3.92906 -0.43 -0.05 0.28
H 2.86221 1.48043 -4.59872 0.08 -0.01 0.61
H 1.05280 1.53398 -2.90716 0.28 -0.12 0.26
H 2.16597 0.50127 2.63097 -0.08 -0.06 -0.03
H 2.80331 2.14174 4.30592 -0.12 0.35 -0.32
H 2.62359 4.57559 3.81477 -0.06 -0.19 -0.53
H 1.88589 5.31957 1.53434 0.08 -0.51 -0.02
H 1.27990 3.59630 -0.17247 0.00 0.03 0.33
H 3.07910 -2.36191 -1.28432 -0.20 0.16 -0.48
H 3.60908 -2.09084 -3.66519 -0.43 -0.16 0.01
H 1.80016 -1.86023 -5.35177 -0.17 0.01 0.22
H -0.59324 -1.80295 -4.56638 0.33 -0.13 0.26
H -1.10774 -2.09983 -2.17433 0.45 0.20 -0.22
H 0.05904 -2.73541 2.80025 0.19 -0.43 -0.06
H 0.89080 -4.53761 4.31996 0.20 0.26 -0.41
H 2.87218 -5.86896 3.69504 -0.12 0.15 -0.15
H 4.02848 -5.41624 1.53314 -0.45 0.14 0.12
H 3.07948 -3.81497 -0.06524 -0.17 -0.14 0.47
S -3.07217 -4.21036 -2.09117 0.29 -0.32 -0.78
C -3.49448 -3.38560 -0.80591 2.43 0.05 -1.50
O -6.01046 0.29227 0.99502 -0.27 -0.89 -0.01
S -4.63532 0.06510 0.62395 -3.54 4.85 2.06
O -4.05640 1.45357 0.43378 0.82 -1.74 -0.40
O -4.61643 -0.73222 -0.64312 2.17 -1.83 1.02
O -3.95054 -0.53305 1.86690 1.75 -2.11 -2.81
```
Forces are in eV/Å.

The calculation puts the largest force on an atom at 7.8 eV/Å. The charge is +1. The frontier orbital gap (spin up / spin down) comes out at 5.8 / 5.8 eV. Its expectation value of S² is 0.789. The highest occupied orbital energy (spin up / spin down) comes out at -9.8 / -10.0 eV. As for the multiplicity: 2. The value obtained for the energy above the lowest of the compared OMol25 structures with the same formula, charge and spin is 1.730 eV. As for the energy: -5599.24687 Eh.

---

C5H11NO | ωB97M-V/def2-TZVPD

Geometry as XYZ:
```
18
Properties=species:S:1:pos:R:3:forces:R:3
C -0.44813 0.98392 -1.69128 0.30 -0.18 -0.29
C 0.47494 -0.12529 -1.16615 -0.09 0.19 0.37
C 0.38503 -0.48220 0.35217 0.07 -0.25 -0.05
C 1.74412 -0.39582 1.04839 0.09 -0.02 0.02
N -0.59736 0.27745 1.12098 -0.04 0.00 -0.06
C -1.85339 -0.18973 1.35687 0.03 0.07 -0.18
O -2.30244 -1.22946 0.91785 0.11 0.25 0.05
H -1.52296 0.76628 -1.61001 0.39 -0.13 0.12
H -0.26365 1.95566 -1.22438 0.03 -0.13 -0.01
H -0.20228 1.06260 -2.75787 -0.27 0.27 0.14
H 0.28014 -1.02439 -1.74734 -0.14 -0.15 0.05
H 1.52261 0.11121 -1.39866 -0.23 0.24 0.07
H 0.03178 -1.51247 0.41146 0.06 0.01 0.05
H 2.50023 -0.94390 0.47853 -0.13 0.02 0.05
H 2.10638 0.63803 1.13912 -0.17 -0.11 -0.08
H 1.69823 -0.83207 2.05153 -0.02 0.09 -0.12
H -0.28149 1.08126 1.64393 -0.15 -0.04 -0.14
H -2.46059 0.50049 1.97522 0.16 -0.13 0.01
```
Forces are in eV/Å.

The SMILES is CC[C@@H](C)NC=O. The calculation puts the largest force on an atom at 0.4 eV/Å. The frontier orbital gap comes out at 10.6 eV. The highest occupied orbital energy comes out at -9.7 eV. The value obtained for the energy above the lowest of the compared OMol25 structures with the same formula, charge and spin is 0.453 eV. As for the energy: -327.11470 Eh.

---

C3H7NO2 | ωB97M-V/def2-TZVPD

Geometry as XYZ:
```
13
Properties=species:S:1:pos:R:3:forces:R:3
C 0.90448 -0.22195 1.36506 0.13 -0.04 0.14
C 0.15959 0.18825 0.14469 -0.29 0.65 0.53
C -1.00957 -0.67864 -0.27288 -0.12 0.38 0.31
O -0.36678 -1.53498 -1.21212 0.46 0.37 -0.24
N 0.53654 1.25045 -0.46003 -0.40 -0.12 0.91
O -0.48959 1.74478 -1.25885 -0.01 0.09 -0.83
H 1.87142 0.27301 1.45540 -0.07 -0.04 -0.08
H 0.25852 0.14230 2.17382 0.23 -0.18 0.17
H 1.00839 -1.30316 1.47341 0.00 0.08 -0.11
H -1.83499 -0.13614 -0.73987 0.15 0.05 0.10
H -1.39549 -1.25464 0.57509 0.13 -0.01 -0.18
H 0.35571 -0.92562 -1.46687 -0.24 -1.17 -0.71
H -0.09661 2.52137 -1.66996 0.03 -0.05 -0.02
```
Forces are in eV/Å.

The SMILES is C/C(CO)=N/O. The calculation puts the largest force on an atom at 1.4 eV/Å. The frontier orbital gap comes out at 10.6 eV. The highest occupied orbital energy comes out at -9.7 eV. The value obtained for the energy above the lowest of the compared OMol25 structures with the same formula, charge and spin is 3.295 eV. As for the energy: -323.65989 Eh.